(1)
Below is a gas-phase ion, C2H3O3S (charge -1), with properties calculated with ωB97M-V with the def2-TZVPD basis set.

Summary:
<S²> = 2.02
orbital gap (alpha / beta) = 4.7 / 8.0 eV
LUMO level (alpha / beta) = 4.2 / 2.6 eV
2S+1 = 3
total charge = -1
ΔE to the lowest compared entry with this formula, charge and spin = 1.552 eV

```
9
C2H3O3S, DFT ωB97M-V with the def2-TZVPD basis set
C -1.3475 0.3682 0.3324
C -0.5435 -0.2793 -0.4812
O 1.8253 -1.4555 -0.5979
O 1.1472 -0.3848 1.5314
O 1.6926 1.1635 -0.7852
S 1.1181 -0.3475 0.0812
H -2.3521 0.8503 0.2111
H -0.7880 0.5301 1.2379
H -0.7520 -0.4450 -1.5297
```

Atom charges from the Löwdin analysis, given in e for atoms 1 to 6: -0.186, -0.399, -0.417, -0.387, -0.290, 0.586

---

(2)
Below is a molecular structure, F3HN2, with properties calculated with ωB97M-V with the def2-TZVPD basis set.

Summary:
<S²> = 2.01
orbital gap (alpha / beta) = 9.8 / 7.6 eV
LUMO level (alpha / beta) = 1.1 / -3.9 eV
2S+1 = 3
ΔE to the lowest compared entry with this formula, charge and spin = 1.937 eV

```
6
F3HN2, DFT ωB97M-V with the def2-TZVPD basis set
N -0.2425 -0.6304 0.1070
N -1.5346 -0.8422 0.1027
F 0.4887 -1.6885 -0.3905
F -2.1494 0.0474 -1.2102
F -1.9722 -0.1525 1.1788
H 0.1136 0.2096 -0.0723
```

Taken from the Löwdin analysis, the atomic charges in e are: 0.019, -0.029, 0.021, -0.130, 0.013, 0.106

---

(3)
Below is a molecular structure, C6H9BF6IrNO5Sb, with properties calculated with ωB97M-V with the def2-TZVPD basis set.

Summary:
<S²> = 0.75
orbital gap (alpha / beta) = 8.5 / 8.3 eV
LUMO level (alpha / beta) = -1.1 / -1.3 eV
2S+1 = 2
ΔE to the lowest compared entry with this formula, charge and spin = 0.000 eV

```
30
C6H9BF6IrNO5Sb, DFT ωB97M-V with the def2-TZVPD basis set
Ir 0.3449 -0.5728 0.3831
O -3.2202 0.8297 1.9592
C -2.1534 0.8315 1.5426
O -1.0615 0.8705 1.1236
C -3.4839 -2.4110 0.5189
O -4.6237 -2.5865 0.5852
O -2.3380 -2.2304 0.4528
F -0.2675 -0.7067 -1.6422
Sb 0.8556 -2.1916 -2.3710
F -0.0181 -2.1028 -4.0077
F 2.0999 -0.8914 -2.8480
F 2.0355 -3.5837 -2.7088
F 1.5510 -2.0138 -0.4913
F -0.4277 -3.3312 -1.6387
C 2.2987 2.4475 1.3221
C 2.4157 1.9469 -0.0809
C 3.3211 2.6901 -1.0148
O 1.8075 0.9717 -0.4989
H 3.2710 2.7741 1.6901
H 1.8755 1.7032 1.9896
H 1.6533 3.3309 1.3084
H 3.2186 3.7669 -0.8787
H 3.1265 2.4031 -2.0442
H 4.3524 2.4314 -0.7603
B 1.6174 -0.0899 4.8241
C 1.2682 -0.4246 3.3295
N 0.9811 -0.6303 2.2295
H 0.5562 -0.0109 5.4014
H 2.3172 -0.9761 5.2480
H 2.1939 0.9786 4.7862
```

Atom charges from the Löwdin analysis, given in e for atoms 1 to 6: 1.285, 0.293, -0.335, 0.050, -0.396, 0.231

---

(4)
Below is 14 unconnected molecules or ions with the total composition C47H50F15O46PS, with properties calculated with ωB97M-V with the def2-TZVPD basis set.

Summary:
orbital gap = 8.4 eV
LUMO level = -0.1 eV

```
160
C47H50F15O46PS, DFT ωB97M-V with the def2-TZVPD basis set
O -2.5013 0.2265 2.6091
C -1.9708 0.8278 1.7464
F -1.4605 2.0626 1.9857
C -1.7523 0.3341 0.3422
C -1.4076 1.3408 -0.7611
P -3.0398 2.0612 -1.4015
O -4.1331 1.4536 -0.6454
O -3.0900 1.6994 -2.9470
O -2.9035 3.6280 -1.3487
O -1.0218 0.4503 -1.8584
C -0.0068 1.0320 -2.5264
O 0.1965 0.9697 -3.6828
O 0.7617 1.6719 -1.6112
C -0.0932 2.2282 -0.6052
F 0.6107 2.0167 0.5507
C -0.0789 3.7453 -0.8212
C -0.2283 4.6267 0.4237
C -1.6099 4.8137 1.0582
S -2.4177 6.3305 0.4558
H -2.6680 -0.1879 0.0753
H -0.9617 -0.4204 0.3711
H -2.7516 2.3913 -3.5245
H -3.7641 4.0993 -1.4734
H -0.7245 4.0661 -1.6314
H 0.9434 3.9071 -1.1726
H 0.0998 5.6190 0.1030
H 0.4979 4.2945 1.1596
H -2.2804 3.9725 0.9130
H -1.4857 4.9233 2.1354
H -3.6465 5.8355 0.3022
C 1.8813 -1.8256 2.4310
C 2.2394 -3.2678 2.1158
O 1.3081 -3.5843 1.0929
C 0.9716 -2.4369 0.4639
O 0.4057 -2.3750 -0.5786
O 1.3754 -1.3612 1.1690
F 2.0482 -4.0863 3.1688
H 1.0917 -1.7705 3.1812
H 2.7302 -1.2252 2.7451
H 3.2499 -3.4162 1.7312
C 2.5736 -4.6580 -2.6655
C 1.1371 -5.0042 -2.9858
O 1.0741 -6.3830 -2.6722
C 2.0250 -6.6427 -1.7320
O 2.0957 -7.6400 -1.0972
O 2.8656 -5.5885 -1.6159
F 0.8182 -4.8287 -4.2914
H 3.2349 -4.8340 -3.5126
H 2.6888 -3.6351 -2.3176
H 0.4172 -4.4632 -2.3683
C 7.9516 -5.0237 -3.1348
C 6.8313 -5.3466 -2.1675
O 5.7100 -4.7812 -2.8297
C 5.9632 -4.7994 -4.1645
O 5.1386 -4.6309 -5.0039
O 7.2664 -5.0258 -4.3934
F 6.9933 -4.7319 -0.9750
H 8.3382 -4.0264 -2.9353
H 8.7611 -5.7470 -3.1459
H 6.6480 -6.4076 -1.9914
C -7.3788 3.5116 0.9024
C -8.2545 4.0205 -0.2221
O -7.4110 4.9837 -0.8558
C -6.1384 4.6236 -0.6080
O -5.1893 5.0728 -1.1902
O -6.0656 3.7045 0.3509
F -9.3747 4.6346 0.2152
H -7.4839 4.1341 1.7913
H -7.5624 2.4678 1.1156
H -8.5294 3.2613 -0.9543
C -8.6303 -1.7512 2.7975
C -9.0243 -0.5663 3.6576
O -8.7083 0.5344 2.8181
C -8.7849 0.1083 1.5279
O -8.7978 0.8384 0.5889
O -8.8459 -1.2278 1.4753
F -8.3071 -0.4733 4.7982
H -7.5782 -1.9984 2.9259
H -9.2381 -2.6332 2.9566
H -10.0852 -0.5194 3.9104
C 5.3505 -3.9872 -7.9891
C 4.6500 -3.4725 -9.2301
O 5.3640 -2.2865 -9.5125
C 6.6266 -2.4238 -9.0114
O 7.5389 -1.7214 -9.2844
O 6.6791 -3.4869 -8.1797
F 3.3482 -3.1706 -9.0064
H 4.9201 -3.5546 -7.0892
H 5.3644 -5.0689 -7.9022
H 4.7055 -4.1332 -10.0978
C 3.7819 1.8968 -0.0641
C 4.1982 0.4928 0.3002
O 5.6084 0.5906 0.3865
C 5.9053 1.8817 0.7149
O 6.9621 2.2452 1.1178
O 4.8282 2.6649 0.5518
F 3.8755 -0.4127 -0.6545
H 3.8119 2.0511 -1.1436
H 2.8035 2.1639 0.3188
H 3.8026 0.1455 1.2560
C -2.5459 -3.1551 -2.7525
C -3.0330 -4.4580 -2.1508
O -4.0403 -4.0234 -1.2649
C -4.5402 -2.8396 -1.7371
O -5.5441 -2.3412 -1.3634
O -3.7213 -2.3432 -2.6941
F -2.0588 -5.0880 -1.4489
H -1.7643 -2.7154 -2.1285
H -2.1943 -3.2493 -3.7761
H -3.4623 -5.1615 -2.8663
C 8.2030 0.0831 -1.3060
C 8.8517 -1.2426 -1.6543
O 8.0982 -1.6584 -2.7770
C 7.6108 -0.5375 -3.4010
O 7.1440 -0.5273 -4.4846
O 7.7476 0.5309 -2.5853
F 8.7245 -2.1636 -0.6697
H 7.3493 -0.0710 -0.6435
H 8.8837 0.8091 -0.8725
H 9.9047 -1.1763 -1.9344
C 4.4338 4.7837 4.6905
C 4.6296 3.3322 4.2968
O 3.5799 3.1321 3.3724
C 3.2890 4.3344 2.7965
O 2.6415 4.4620 1.8125
O 3.8526 5.3329 3.5034
F 4.4564 2.4783 5.3383
H 3.7228 4.8637 5.5141
H 5.3531 5.3043 4.9386
H 5.5828 3.1089 3.8131
C -9.8055 -5.7079 6.8053
C -10.8196 -5.0928 5.8594
O -10.0796 -4.0336 5.2795
C -8.7566 -4.3667 5.3240
O -7.9094 -3.8064 4.7156
O -8.5704 -5.4196 6.1443
F -11.8940 -4.5875 6.5044
H -9.8293 -5.2011 7.7709
H -9.9193 -6.7786 6.9421
H -11.1675 -5.7578 5.0672
C 3.3743 0.2338 7.5896
C 3.6225 -1.2509 7.7648
O 5.0305 -1.3144 7.8269
C 5.4911 -0.1182 8.2990
O 6.5896 0.0777 8.6864
O 4.4975 0.8024 8.2628
F 3.1860 -1.9745 6.7037
H 3.4077 0.5075 6.5340
H 2.4471 0.5839 8.0335
H 3.2036 -1.6824 8.6753
C -3.8720 9.4031 -3.7432
C -2.5545 9.4491 -2.9931
O -2.9716 9.3576 -1.6499
C -4.1634 8.6944 -1.6182
O -4.6562 8.2395 -0.6458
O -4.6837 8.6224 -2.8672
F -1.8927 10.6162 -3.1825
H -4.2900 10.4069 -3.8357
H -3.8102 8.9337 -4.7204
H -1.8742 8.6239 -3.2120
```

Atom charges from the Löwdin analysis, given in e for atoms 1 to 6: 0.185, -0.427, 0.103, -0.021, -0.225, 0.513

---

(5)
Below is a single C6H14O molecule, with properties calculated with ωB97M-V with the def2-TZVPD basis set.

Summary:
orbital gap = 11.2 eV
LUMO level = 1.0 eV
ΔE to the lowest compared entry with this formula, charge and spin = 0.157 eV

```
21
C6H14O, DFT ωB97M-V with the def2-TZVPD basis set
C 1.9534 0.5473 -0.4609
C 1.0471 -0.0150 0.6422
C 1.6611 -1.1535 1.4637
C -0.2893 -0.5120 0.0740
C -1.1861 0.5701 -0.5077
C -2.4556 -0.0007 -1.1271
O -1.4982 1.4579 0.5585
H 2.8852 0.9603 -0.0584
H 1.4462 1.3679 -0.9826
H 2.2176 -0.2049 -1.2166
H 0.8296 0.8130 1.3282
H 2.6130 -0.8858 1.9352
H 1.8233 -2.0514 0.8526
H 0.9632 -1.4312 2.2641
H -0.8525 -1.0151 0.8724
H -0.0915 -1.2670 -0.7011
H -0.6312 1.1114 -1.2912
H -3.0545 -0.5129 -0.3664
H -2.2194 -0.7102 -1.9277
H -3.0653 0.8007 -1.5628
H -2.0962 2.1312 0.2118
```

Atom charges from the Löwdin analysis, given in e for atoms 1 to 6: -0.074, -0.431, -0.086, -0.160, -0.463, -0.055

---

(6)
Below is a gas-phase ion, C11H19N2O2 (charge +1), with properties calculated with ωB97M-V with the def2-TZVPD basis set.

Summary:
orbital gap = 9.7 eV
LUMO level = -2.5 eV
total charge = +1
ΔE to the lowest compared entry with this formula, charge and spin = 4.252 eV

```
34
C11H19N2O2, DFT ωB97M-V with the def2-TZVPD basis set
C -2.4335 -0.3143 -1.2963
C 1.6504 1.0906 0.8833
C 2.3740 0.1026 -1.0729
C -2.2061 -1.5826 0.6480
C -2.6084 -0.1283 0.2603
C 0.8601 -0.1350 0.7453
C -0.9602 -0.7969 -1.0878
C 1.6411 1.3683 -0.6006
C -0.3384 0.3420 -0.1861
C -2.0639 2.1543 0.5928
C 2.9325 -1.5965 0.6619
N -1.5609 0.7811 0.7379
N 1.8212 -0.9413 -0.2020
O -1.1125 -1.9593 -0.2106
O 0.2570 1.3473 -0.8721
H -2.9015 -1.1814 -1.6085
H -2.7567 0.5637 -1.7583
H 1.1875 1.9578 1.4532
H 2.6649 1.0966 1.2789
H 2.1850 -0.2118 -2.1264
H 3.4848 0.2376 -0.8077
H -1.8096 -1.6594 1.8007
H -3.1159 -2.3155 0.3893
H -3.5990 0.2865 0.5232
H 0.6283 -0.6926 1.6382
H -0.3527 -0.9881 -1.9774
H 2.0614 2.3091 -1.1849
H -2.2711 2.4267 -0.4293
H -3.0171 2.2179 1.1386
H -1.5364 2.9885 0.9111
H 3.5011 -0.7363 1.1366
H 2.5250 -2.4095 1.3143
H 3.7170 -2.0644 -0.0575
H 1.1525 -1.5571 -0.6353
```

Atom charges from the Löwdin analysis, given in e for atoms 1 to 6: -0.002, -0.078, -0.062, -0.131, -0.269, -0.104